No. 1
Density functional theory data (ωB97M-V/def2-TZVPD) for a cluster of 2 separate species, C9H14 in total at a distorted geometry.

Last column: Mulliken spin population.
CARTESIAN COORDINATES (ANGSTROEM)
C: 1.68283 -1.04890 -0.84173  0.043
C: -1.53103 0.25109 -2.25593  -0.047
C: -0.48591 -0.64242 -1.80426  0.269
C: -1.50793 1.49440 -1.70608  0.253
C: 0.58772 -0.08216 -1.00561  0.224
C: -0.52494 2.00203 -0.78340  0.122
C: 0.54844 1.23389 -0.49070  0.045
H: -2.37972 0.02945 -2.82126  0.006
H: -0.52613 -1.69011 -2.17776  -0.002
H: -2.32917 2.09593 -1.87642  0.011
H: -0.39672 3.03243 -0.50229  -0.003
H: 2.10505 -1.34228 -1.84838  0.041
H: 1.56296 -1.95436 -0.38394  0.026
H: 1.28423 1.73308 0.23198  0.002
H: 2.45706 -0.67578 -0.23619  0.000
C: 0.65877 -0.40017 2.64840  -0.004
C: -0.69442 -0.56470 1.95518  0.009
H: 0.83645 -1.40636 3.10284  0.000
H: 1.45195 -0.47372 1.96865  0.003
H: 0.68047 0.48286 3.33669  0.000
H: -1.25311 0.19655 1.40970  0.004
H: -1.48165 -0.84779 2.76245  0.002
H: -0.74518 -1.42297 1.31806  -0.002

orbital gap (alpha / beta) = 9.931 / 6.329 eV
HOMO level (alpha / beta) = -14.49 / -14.50 eV
F_max = 3.97 eV/Å
multiplicity = 2
LUMO energy (alpha / beta) = -4.6 / -8.2 eV
total charge = +1

---

No. 2
Density functional theory data (ωB97M-V/def2-TZVPD) for a cluster of 9 separate species, C3H25O9 in total at a distorted geometry.

Last column: natural (NBO) charge in e.
CARTESIAN COORDINATES (ANGSTROEM)
O: -0.39185 0.71057 -1.45185  -0.791
H: -0.44371 0.70733 -0.49326  0.566
H: 0.45627 1.00767 -1.78954  0.542
H: -0.58619 -0.17749 -1.76035  0.556
O: 2.03364 1.48792 2.01237  -0.753
H: 2.26490 2.03704 1.25964  0.536
H: 1.80821 2.07543 2.73737  0.549
H: 1.21698 1.01838 1.82741  0.556
C: -0.36543 -1.81459 1.92391  -0.645
C: -1.07338 -0.45597 1.85731  0.118
C: -1.86016 -0.11627 3.20688  -0.646
O: -0.34857 0.62394 1.33669  -1.024
H: 0.39112 -1.94458 2.69775  0.197
H: 0.27345 -2.10037 1.08829  0.198
H: -1.09003 -2.61648 2.06540  0.219
H: -1.85991 -0.69495 1.14151  0.125
H: -1.13372 0.28169 3.91540  0.192
H: -2.50099 -0.92474 3.55874  0.221
H: -2.60813 0.67219 3.12324  0.224
O: -1.19443 3.09284 2.22924  -0.950
H: -1.06674 2.19997 1.90875  0.497
H: -0.41460 3.27323 2.75416  0.431
O: -0.65595 -1.92546 -1.69374  -0.973
H: -1.47312 -2.42348 -1.67314  0.502
H: 0.02154 -2.56704 -1.48016  0.505
O: 1.90078 1.85030 -2.14826  -0.949
H: 2.23854 2.33616 -1.39588  0.478
H: 1.89587 2.48728 -2.86273  0.516
O: -2.45872 -0.35048 -3.64632  -0.940
H: -3.28731 -0.58172 -3.22654  0.475
H: -2.08662 -1.18861 -3.92076  0.469
O: 1.80915 -1.21091 -3.61511  -0.946
H: 1.08829 -1.39022 -3.01142  0.462
H: 1.91857 -2.02487 -4.10675  0.482
O: 2.22547 -0.69647 -0.82464  -0.957
H: 2.55043 -0.07052 -1.47180  0.489
H: 2.80638 -0.58669 -0.07182  0.469

orbital gap = 7.782 eV
HOMO level = -12.00 eV
F_max = 5.48 eV/Å
LUMO energy = -4.2 eV
total charge = +1

---

No. 3
Density functional theory data (ωB97M-V/def2-TZVPD) for the molecule C5H5FIN at a distorted geometry.

Last column: natural (NBO) charge in e.
CARTESIAN COORDINATES (ANGSTROEM)
C: 0.50374 2.57366 0.07453  -0.222
C: 1.79000 2.69683 -0.06983  0.428
C: 2.19795 0.36487 -0.04276  -0.245
C: 0.91861 0.14071 0.15198  0.009
C: 0.38492 -1.23242 -0.09042  -0.646
N: -0.00255 1.24194 0.10022  -0.574
F: 2.50701 3.78780 -0.07483  -0.311
I: 4.08236 -0.50360 0.02984  0.270
H: -0.16173 3.29608 0.25927  0.214
H: -0.25011 -1.54795 0.84713  0.224
H: -0.18657 -1.28442 -0.98932  0.224
H: 1.09756 -2.05982 -0.22249  0.240
H: -0.80442 0.95974 -0.40117  0.389

orbital gap = 8.136 eV
HOMO level = -8.24 eV
F_max = 4.43 eV/Å
LUMO energy = -0.1 eV
total charge = 0